Entry P
{"formula": "C9H14", "method": "ωB97M-V/def2-TZVPD", "multiplicity": 1, "mol_weight_g_mol": 122.21, "orbital_gap_ev": 9.7, "smiles": "Cc1ccccc1.CC", "symbols": ["C", "C", "C", "C", "C", "C", "C", "H", "H", "H", "H", "H", "H", "H", "H", "C", "C", "H", "H", "H", "H", "H", "H"], "coordinates": [[-2.543, -1.515, -1.896], [-1.354, 0.083, -0.390], [-2.061, -1.115, -0.491], [-0.551, 0.228, 0.695], [-0.576, -0.770, 1.678], [-2.217, -2.089, 0.518], [-1.464, -1.867, 1.661], [-1.240, 0.726, -1.407], [0.217, 1.021, 0.772], [-3.201, -2.446, -1.883], [-1.723, -1.725, -2.617], [0.175, -0.885, 2.603], [-2.984, -2.892, 0.429], [-1.350, -2.610, 2.471], [-2.979, -0.649, -2.331], [2.219, 1.941, 0.157], [3.664, 2.185, -0.132], [1.559, 2.186, -0.600], [2.039, 0.860, 0.403], [2.011, 2.370, 1.063], [4.442, 1.866, 0.592], [4.086, 1.839, -1.092], [3.831, 3.258, -0.204]], "lowdin_charge": [-0.07, -0.08, -0.29, -0.12, -0.10, -0.06, -0.11, 0.17, 0.06, 0.09, 0.08, 0.14, 0.12, 0.10, 0.05, -0.18, -0.17, 0.05, 0.08, 0.04, 0.08, 0.07, 0.06]}


Entry Q
{"formula": "C9H14", "method": "ωB97M-V/def2-TZVPD", "multiplicity": 1, "mol_weight_g_mol": 122.21, "orbital_gap_ev": 10.0, "smiles": "Cc1ccccc1.CC", "symbols": ["C", "C", "C", "C", "C", "C", "C", "H", "H", "H", "H", "H", "H", "H", "H", "C", "C", "H", "H", "H", "H", "H", "H"], "coordinates": [[-0.717, 1.927, -0.130], [-1.826, 0.106, -1.500], [-1.295, 0.552, -0.297], [-1.939, -1.258, -1.744], [-1.217, -0.349, 0.755], [-1.592, -2.169, -0.752], [-1.506, -1.693, 0.545], [-2.301, 0.691, -2.244], [-2.063, -1.530, -2.785], [0.317, 1.910, 0.212], [-1.229, 2.526, 0.609], [-0.790, -0.268, 1.747], [-1.484, -3.209, -1.032], [-1.549, -2.406, 1.353], [-0.568, 2.470, -1.063], [2.412, 0.134, 1.563], [2.580, 0.496, 0.077], [2.379, -0.938, 1.713], [3.102, 0.755, 2.123], [1.427, 0.493, 1.882], [1.944, 1.294, -0.288], [2.301, -0.309, -0.609], [3.613, 0.773, -0.137]], "lowdin_charge": [-0.05, -0.06, -0.27, -0.09, -0.06, -0.10, -0.09, 0.10, 0.10, 0.04, 0.08, 0.11, 0.10, 0.10, 0.08, -0.15, -0.16, 0.06, 0.06, 0.04, 0.03, 0.07, 0.06]}


It is entry Q that is most stable; the runner-up trails by 0.518 eV.


Entry P
{"formula": "C9H14", "method": "ωB97M-V/def2-TZVPD", "multiplicity": 1, "mol_weight_g_mol": 122.21, "orbital_gap_ev": 10.0, "smiles": "Cc1ccccc1.CC", "symbols": ["C", "C", "H", "H", "H", "H", "H", "H", "C", "C", "C", "C", "C", "C", "C", "H", "H", "H", "H", "H", "H", "H", "H"], "coordinates": [[-0.789, 3.145, -0.770], [-0.088, 2.628, -1.988], [-0.308, 4.016, -0.370], [-1.859, 3.154, -1.044], [-0.742, 2.449, 0.133], [-0.530, 3.080, -2.909], [-0.376, 1.606, -2.243], [0.947, 2.635, -1.826], [-0.549, -2.255, 2.725], [1.225, -1.165, 1.258], [-0.037, -1.699, 1.462], [1.760, -0.785, 0.054], [1.015, -0.870, -1.127], [-0.796, -1.783, 0.298], [-0.336, -1.305, -0.924], [1.836, -0.924, 2.132], [2.737, -0.300, -0.118], [0.183, -3.011, 3.034], [-1.387, -2.968, 2.621], [1.348, -0.726, -2.133], [-1.678, -2.427, 0.235], [-0.833, -1.116, -1.873], [-0.744, -1.380, 3.376]], "lowdin_charge": [-0.18, -0.19, 0.05, 0.07, 0.08, 0.08, 0.04, 0.04, -0.06, -0.08, -0.31, -0.10, -0.09, -0.06, -0.09, 0.11, 0.11, 0.09, 0.08, 0.09, 0.11, 0.09, 0.10]}


Entry Q
{"formula": "C9H14", "method": "ωB97M-V/def2-TZVPD", "multiplicity": 1, "mol_weight_g_mol": 122.21, "orbital_gap_ev": 10.1, "smiles": "Cc1ccccc1.CC", "symbols": ["C", "C", "H", "H", "H", "H", "H", "H", "C", "C", "C", "C", "C", "C", "C", "H", "H", "H", "H", "H", "H", "H", "H"], "coordinates": [[0.769, -2.037, -0.975], [0.168, -2.618, 0.325], [0.090, -1.797, -1.791], [1.196, -1.042, -0.802], [1.625, -2.650, -1.334], [1.089, -2.628, 0.924], [-0.152, -3.658, 0.221], [-0.645, -1.958, 0.691], [-0.734, 1.267, -1.986], [1.242, 1.568, 1.257], [0.815, 1.546, -0.082], [0.283, 1.101, 2.149], [-0.476, 1.209, -0.487], [-1.028, 0.795, 1.796], [-1.419, 0.848, 0.456], [2.245, 1.672, 1.580], [1.545, 1.780, -0.880], [0.440, 0.979, 3.306], [-1.906, 0.700, 2.439], [-0.909, 2.298, -2.273], [-1.723, 0.770, -2.157], [-2.507, 1.034, 0.301], [-0.011, 0.821, -2.680]], "lowdin_charge": [-0.18, -0.15, 0.05, 0.04, 0.07, 0.06, 0.06, 0.06, -0.06, -0.07, -0.07, -0.12, -0.31, -0.11, -0.08, 0.09, 0.12, 0.13, 0.10, 0.07, 0.09, 0.13, 0.08]}


It is entry Q that is most stable; the runner-up trails by 0.439 eV.


Entry P
{"formula": "C9H14", "method": "ωB97M-V/def2-TZVPD", "multiplicity": 1, "mol_weight_g_mol": 122.21, "orbital_gap_ev": 10.1, "smiles": "Cc1ccccc1.CC", "symbols": ["C", "C", "H", "H", "H", "H", "H", "H", "C", "C", "C", "C", "C", "C", "C", "H", "H", "H", "H", "H", "H", "H", "H"], "coordinates": [[-0.302, -4.265, 1.092], [0.728, -3.250, 1.564], [-0.744, -3.925, 0.155], [0.077, -5.282, 0.971], [-1.160, -4.283, 1.769], [1.538, -3.068, 0.847], [0.228, -2.289, 1.679], [1.177, -3.499, 2.525], [-1.573, 2.963, -1.445], [-0.941, 1.336, 0.377], [-0.679, 1.871, -0.882], [0.026, 0.559, 0.975], [0.515, 1.547, -1.508], [1.224, 0.217, 0.359], [1.429, 0.673, -0.934], [-1.920, 1.525, 0.804], [-0.130, 0.082, 1.933], [-1.881, 2.762, -2.465], [-1.005, 3.887, -1.421], [0.700, 1.915, -2.510], [2.007, -0.290, 0.902], [2.264, 0.313, -1.518], [-2.428, 3.122, -0.790]], "lowdin_charge": [-0.17, -0.18, 0.06, 0.06, 0.06, 0.06, 0.04, 0.06, -0.05, -0.05, -0.28, -0.10, -0.06, -0.10, -0.09, 0.11, 0.09, 0.07, 0.08, 0.11, 0.10, 0.10, 0.07]}


Entry Q
{"formula": "C9H14", "method": "ωB97M-V/def2-TZVPD", "multiplicity": 1, "mol_weight_g_mol": 122.21, "orbital_gap_ev": 9.9, "smiles": "Cc1ccccc1.CC", "symbols": ["C", "C", "H", "H", "H", "H", "H", "H", "C", "C", "C", "C", "C", "C", "C", "H", "H", "H", "H", "H", "H", "H", "H"], "coordinates": [[-1.548, -1.513, -1.863], [-0.457, -2.531, -2.188], [-0.951, -0.736, -1.225], [-2.034, -0.871, -2.655], [-2.228, -2.133, -1.226], [-0.620, -3.535, -1.766], [-0.166, -2.529, -3.234], [0.409, -2.279, -1.512], [2.070, -0.065, -0.668], [-0.398, 0.163, 2.141], [0.700, -0.295, 1.376], [-0.912, 1.392, 1.813], [1.007, 0.474, 0.299], [-0.610, 2.175, 0.698], [0.186, 1.507, -0.223], [-0.629, -0.614, 2.861], [1.095, -1.270, 1.693], [-1.749, 1.659, 2.481], [-0.920, 3.185, 0.488], [2.835, 0.664, -0.855], [1.410, -0.329, -1.492], [0.459, 1.794, -1.226], [2.638, -0.888, -0.368]], "lowdin_charge": [-0.17, -0.19, 0.06, 0.08, 0.07, 0.06, 0.06, 0.05, -0.05, -0.09, -0.07, -0.12, -0.30, -0.07, -0.06, 0.10, 0.12, 0.11, 0.10, 0.07, 0.06, 0.11, 0.05]}


Entry R
{"formula": "C9H14", "method": "ωB97M-V/def2-TZVPD", "multiplicity": 1, "mol_weight_g_mol": 122.21, "orbital_gap_ev": 10.1, "smiles": "Cc1ccccc1.CC", "symbols": ["C", "C", "H", "H", "H", "H", "H", "H", "C", "C", "C", "C", "C", "C", "C", "H", "H", "H", "H", "H", "H", "H", "H"], "coordinates": [[1.294, -2.799, -1.055], [0.042, -3.660, -1.223], [2.207, -3.403, -0.852], [1.453, -2.229, -1.995], [1.204, -2.119, -0.303], [-0.759, -2.982, -1.452], [-0.155, -4.233, -0.297], [0.192, -4.324, -2.121], [-2.463, 1.803, 1.107], [1.502, 0.662, -0.144], [1.114, 0.440, 1.165], [0.601, 1.221, -1.045], [-0.182, 0.815, 1.592], [-0.667, 1.612, -0.640], [-1.074, 1.393, 0.692], [2.471, 0.376, -0.469], [1.710, 0.048, 1.902], [0.903, 1.399, -2.094], [-0.483, 0.693, 2.654], [-1.354, 2.044, -1.338], [-2.825, 2.647, 0.509], [-2.390, 2.192, 2.180], [-3.180, 0.973, 0.978]], "lowdin_charge": [-0.18, -0.17, 0.08, 0.08, -0.01, 0.05, 0.07, 0.08, -0.07, -0.11, -0.08, -0.09, -0.04, -0.05, -0.30, 0.09, 0.07, 0.11, 0.12, 0.10, 0.07, 0.10, 0.08]}


Entry S
{"formula": "C9H14", "method": "ωB97M-V/def2-TZVPD", "multiplicity": 1, "mol_weight_g_mol": 122.21, "orbital_gap_ev": 10.0, "smiles": "Cc1ccccc1.CC", "symbols": ["C", "C", "C", "C", "C", "C", "C", "H", "H", "H", "H", "H", "H", "H", "H", "C", "C", "H", "H", "H", "H", "H", "H"], "coordinates": [[-2.223, -1.015, -0.907], [-1.029, 1.483, 2.399], [-1.833, 1.971, 1.378], [-0.560, 0.175, 2.313], [-2.223, 1.156, 0.322], [-1.018, -0.646, 1.303], [-1.859, -0.184, 0.291], [-0.712, 2.145, 3.190], [-2.071, 3.029, 1.347], [0.048, -0.167, 3.127], [-2.794, 1.611, -0.480], [-0.880, -1.719, 1.390], [-3.308, -0.967, -1.026], [-1.926, -2.058, -0.889], [-1.809, -0.577, -1.817], [3.299, 0.187, -1.410], [2.729, -1.220, -1.569], [2.532, 0.909, -1.134], [4.123, 0.175, -0.699], [3.729, 0.608, -2.320], [2.516, -1.570, -2.580], [3.471, -1.928, -1.201], [1.798, -1.395, -1.028]], "lowdin_charge": [-0.06, -0.10, -0.09, -0.09, -0.06, -0.06, -0.28, 0.10, 0.10, 0.10, 0.11, 0.11, 0.08, 0.07, 0.08, -0.17, -0.17, 0.06, 0.06, 0.06, 0.06, 0.06, 0.05]}


It is entry P that is most stable; the runner-up trails by 0.092 eV.


Entry P
{"formula": "C9H14", "method": "ωB97M-V/def2-TZVPD", "multiplicity": 1, "mol_weight_g_mol": 122.21, "orbital_gap_ev": 10.0, "smiles": "Cc1ccccc1.CC", "symbols": ["C", "C", "H", "H", "H", "H", "H", "H", "C", "C", "C", "C", "C", "C", "C", "H", "H", "H", "H", "H", "H", "H", "H"], "coordinates": [[-2.652, 0.804, -2.174], [-1.166, 1.089, -2.257], [-3.176, 0.666, -3.119], [-2.879, -0.110, -1.620], [-3.109, 1.591, -1.575], [-0.900, 1.898, -1.627], [-0.723, 1.382, -3.220], [-0.450, 0.298, -2.030], [-1.589, -0.082, 1.546], [1.613, -1.565, 0.089], [2.479, -0.506, 0.295], [0.279, -1.459, 0.460], [-0.180, -0.285, 1.036], [2.024, 0.701, 0.797], [0.703, 0.774, 1.231], [2.024, -2.484, -0.284], [3.544, -0.640, 0.141], [-0.424, -2.255, 0.250], [2.584, 1.622, 0.855], [-2.042, 0.793, 1.088], [-1.572, 0.140, 2.618], [0.353, 1.695, 1.647], [-2.188, -0.977, 1.466]], "lowdin_charge": [-0.16, -0.17, 0.06, 0.06, 0.06, 0.04, 0.07, 0.05, -0.05, -0.09, -0.11, -0.06, -0.29, -0.08, -0.06, 0.10, 0.10, 0.11, 0.10, 0.07, 0.08, 0.11, 0.07]}


Entry Q
{"formula": "C9H14", "method": "ωB97M-V/def2-TZVPD", "multiplicity": 1, "mol_weight_g_mol": 122.21, "orbital_gap_ev": 9.7, "smiles": "Cc1ccccc1.CC", "symbols": ["C", "C", "H", "H", "H", "H", "H", "H", "C", "C", "C", "C", "C", "C", "C", "H", "H", "H", "H", "H", "H", "H", "H"], "coordinates": [[2.807, 1.711, 0.973], [1.666, 2.475, 1.631], [2.514, 1.826, -0.074], [3.748, 2.143, 1.054], [2.909, 0.583, 1.289], [1.451, 3.449, 0.979], [1.957, 2.973, 2.665], [0.590, 2.181, 1.683], [0.561, -2.198, 0.027], [-2.807, -0.043, -1.275], [-1.769, 0.653, -0.692], [-2.765, -1.428, -1.414], [-0.795, -0.267, -0.219], [-1.638, -2.263, -1.160], [-0.696, -1.680, -0.470], [-3.514, 0.590, -1.758], [-1.730, 1.778, -0.611], [-3.589, -1.803, -2.123], [-0.095, 0.037, 0.506], [-1.762, -3.378, -1.253], [0.385, -3.224, 0.510], [1.340, -1.645, 0.604], [1.230, -2.470, -0.871]], "lowdin_charge": [-0.19, -0.21, 0.06, 0.03, 0.10, 0.09, 0.09, 0.05, -0.08, -0.14, -0.06, -0.08, -0.04, -0.07, -0.35, 0.09, 0.12, 0.12, 0.06, 0.14, 0.10, 0.08, 0.11]}


Entry R
{"formula": "C9H14", "method": "ωB97M-V/def2-TZVPD", "multiplicity": 1, "mol_weight_g_mol": 122.21, "orbital_gap_ev": 9.9, "smiles": "Cc1ccccc1.CC", "symbols": ["C", "C", "C", "C", "C", "C", "C", "H", "H", "H", "H", "H", "H", "H", "H", "C", "C", "H", "H", "H", "H", "H", "H"], "coordinates": [[-0.363, -0.553, -2.102], [-0.933, 2.968, -0.773], [-0.154, 2.983, 0.359], [-0.959, 1.833, -1.581], [-0.246, 0.692, -1.265], [0.648, 1.871, 0.658], [0.679, 0.808, -0.215], [-1.527, 3.826, -1.045], [0.025, 3.864, 0.953], [-1.588, 1.826, -2.461], [1.346, 1.874, 1.480], [-0.183, -0.334, -3.152], [-1.394, -0.905, -2.023], [1.341, -0.029, -0.040], [0.218, -1.349, -1.646], [1.123, -4.328, 1.686], [0.010, -3.702, 2.530], [1.399, -3.652, 0.869], [1.971, -4.606, 2.296], [0.747, -5.214, 1.159], [-0.043, -4.169, 3.509], [-0.962, -3.869, 2.070], [0.118, -2.638, 2.761]], "lowdin_charge": [-0.05, -0.09, -0.10, -0.06, -0.28, -0.09, -0.06, 0.10, 0.10, 0.11, 0.10, 0.08, 0.08, 0.10, 0.07, -0.17, -0.18, 0.05, 0.06, 0.06, 0.05, 0.06, 0.06]}


Entry S
{"formula": "C9H14", "method": "ωB97M-V/def2-TZVPD", "multiplicity": 1, "mol_weight_g_mol": 122.21, "orbital_gap_ev": 9.5, "smiles": "C#C/C(C)=C(\\C)C(C)C", "symbols": ["C", "C", "C", "C", "C", "C", "C", "C", "C", "H", "H", "H", "H", "H", "H", "H", "H", "H", "H", "H", "H", "H", "H"], "coordinates": [[-0.539, 0.877, 0.860], [-0.087, -2.059, -0.073], [-1.860, 0.182, 1.205], [0.436, 0.822, 2.039], [0.621, 1.637, -1.249], [0.328, -0.842, -0.858], [0.144, 0.438, -0.444], [1.000, -1.122, -2.094], [1.578, -1.405, -3.108], [-0.811, 1.935, 0.730], [0.445, -2.954, -0.418], [0.149, -1.960, 0.989], [-1.157, -2.250, -0.199], [-2.500, 0.079, 0.323], [-1.712, -0.806, 1.649], [0.040, 1.391, 2.887], [0.605, -0.204, 2.381], [1.409, 1.253, 1.777], [-2.409, 0.775, 1.946], [-0.239, 2.234, -1.572], [1.267, 2.270, -0.630], [1.193, 1.381, -2.144], [2.100, -1.673, -3.997]], "lowdin_charge": [-0.39, -0.05, -0.08, -0.07, -0.04, -0.26, -0.20, -0.12, 0.12, 0.13, 0.08, 0.07, 0.08, 0.09, 0.06, 0.08, 0.07, 0.08, 0.08, 0.09, 0.08, 0.07, 0.02]}


It is entry R that is most stable; the runner-up trails by 0.087 eV.